Density functional theory data (wB97M-V/def2-TZVPD) for a molecular structure, C8H5N2O5W in a non-equilibrium geometry.

Last column: natural (NBO) charge in e.
Cartesian coordinates (Å):
O: 0.821 3.786 -1.434  -0.121
C: 1.024 3.185 -0.470  0.750
W: -0.112 -0.947 -1.430  0.697
C: 0.088 -2.855 -0.715  0.472
O: 0.197 -3.946 -0.309  -0.190
C: -0.556 -1.447 -3.385  0.510
O: -0.841 -1.523 -4.508  -0.219
C: 1.397 0.270 -1.942  0.476
O: 2.228 1.043 -2.243  -0.286
C: -1.677 0.340 -1.340  0.500
O: -2.572 1.096 -1.330  -0.262
H: 0.835 2.068 -0.103  0.314
N: -0.429 0.614 2.640  -0.440
C: 0.315 -0.499 2.971  0.017
C: 0.481 -1.194 1.799  -0.067
N: -0.150 -0.498 0.755  -0.593
C: -0.694 0.584 1.313  0.166
H: -0.743 1.365 3.251  0.482
H: 0.688 -0.681 3.964  0.302
H: 0.971 -2.127 1.660  0.258
H: -1.273 1.366 0.856  0.236

## Properties
Charge: +3
LUMO energy (spin up / spin down) in eV: -14.94 / -15.05
E_HOMO (spin up / spin down) in eV: -20.801 / -20.764
HOMO-LUMO gap (spin up / spin down) in Eh: 0.216 / 0.210
<S²>: 2.02
2S+1: 3



Density functional theory data (wB97M-V/def2-TZVPD) for C8H5N5O in the gas phase in a non-equilibrium geometry.

Last column: natural (NBO) charge in e.
Cartesian coordinates (Å):
N: 3.625 -2.387 -2.138  -0.054
O: -1.132 -1.352 2.755  -0.434
N: 1.729 -0.826 -1.801  -0.294
N: 0.308 -2.124 1.364  -0.233
N: 2.667 -1.623 -1.992  0.218
C: 1.006 -2.007 0.224  -0.029
C: -1.056 2.260 -0.680  -0.165
C: -1.622 2.196 0.593  -0.217
C: -0.243 1.202 -1.134  -0.193
C: 0.887 -0.940 -0.662  0.084
C: -1.479 1.048 1.343  -0.188
C: -0.034 0.092 -0.313  -0.066
C: -0.695 -0.040 0.945  0.116
N: -0.512 -1.152 1.715  0.295
H: 1.717 -2.816 -0.015  0.217
H: -1.203 3.128 -1.352  0.225
H: -2.272 3.011 0.899  0.229
H: 0.247 1.311 -2.097  0.239
H: -1.939 1.018 2.345  0.251

## Properties
Charge: 0
LUMO energy in eV: -0.98
E_HOMO in eV: -8.235
HOMO-LUMO gap in Eh: 0.267



Density functional theory data (wB97M-V/def2-TZVPD) for a molecular structure, C8H6Br3N2S in a non-equilibrium geometry.

Last column: natural (NBO) charge in e.
Cartesian coordinates (Å):
C: -2.671 0.467 -0.978  -0.185
C: -2.039 1.672 -1.267  -0.167
C: -2.157 -0.437 -0.089  -0.195
C: -0.769 1.859 -0.732  -0.205
C: -0.852 -0.284 0.409  0.078
C: -0.187 0.968 0.190  -0.191
C: 0.980 -1.835 1.210  0.396
C: 3.045 -1.265 -0.001  0.151
N: 1.912 -1.565 0.346  -0.482
N: -0.223 -1.346 1.165  -0.476
S: 1.383 1.477 0.878  0.179
Br: 3.697 -1.604 -1.587  0.319
Br: 2.537 2.704 -0.553  0.006
Br: 4.393 -0.383 1.134  0.135
H: -3.746 0.229 -1.301  0.243
H: -2.696 2.462 -1.749  0.256
H: -2.556 -1.329 0.215  0.219
H: -0.344 2.801 -1.046  0.246
H: 1.066 -2.745 1.903  0.245
H: -0.774 -1.848 1.853  0.429

## Properties
Charge: +1
LUMO energy in eV: -4.67
E_HOMO in eV: -11.984
HOMO-LUMO gap in Eh: 0.269



Density functional theory data (wB97M-V/def2-TZVPD) for a molecular structure, C8H6CeNO5 in a non-equilibrium geometry.

Last column: Löwdin charge in e.
Cartesian coordinates (Å):
O: -0.175 5.565 -2.886  0.023
C: -0.202 4.719 -3.668  0.010
Ce: 0.087 0.378 -1.148  1.627
C: -0.004 -2.619 -3.457  0.005
O: 0.263 -3.786 -3.420  0.367
C: -0.509 -1.493 -3.897  -0.211
O: -0.448 -0.690 -4.803  0.272
C: 2.321 -0.666 -2.309  0.037
O: 3.338 -1.057 -2.685  0.236
C: -2.156 -0.684 -2.362  -0.028
O: -3.185 -1.095 -2.712  0.228
H: 0.757 1.731 -0.285  -0.037
C: 0.542 0.329 4.534  -0.033
C: -0.503 -0.380 3.663  -0.141
C: -0.321 -0.202 2.251  -0.012
N: -0.196 -0.079 1.096  0.015
H: 1.528 -0.111 4.417  0.098
H: 0.298 0.220 5.581  0.106
H: 0.577 1.400 4.347  0.098
H: -0.494 -1.470 3.847  0.170
H: -1.519 -0.012 3.896  0.171

## Properties
Charge: +3
LUMO energy (spin up / spin down) in eV: -15.17 / -15.34
E_HOMO (spin up / spin down) in eV: -20.545 / -20.566
HOMO-LUMO gap (spin up / spin down) in Eh: 0.198 / 0.192



| no. | calculated total energy (eV) |
| --- | --- |
| 1 | -23383.412 |
| 2 | -17869.969 |
| 3 | -232327.403 |
| 4 | -33008.326 |